[1]
C5H8N2O | wB97M-V/def2-TZVPD

energy relative to the best compared isomer or geometry (same formula, charge and spin): 930.12 kJ/mol
largest force on an atom: 9.0 eV/A
DFT total energy: -10333.0861 eV
SMILES: CN1[C@H]2C=NOC[C@@H]21
gap between HOMO and LUMO: 9.8 eV

XYZ file:
```
16
Properties=species:S:1:pos:R:3:forces:R:3:lowdin_charge:R:1
C 1.497 -0.200 1.644 1.241 -2.392 -0.020 -0.152
C 0.330 -0.105 -0.615 3.711 -6.208 -1.248 -0.315
C -0.705 -1.377 -0.722 2.218 0.767 1.445 0.016
C -1.079 1.675 -0.789 0.015 -1.275 -1.814 -0.001
C -0.257 0.776 0.237 -0.964 5.405 -0.004 -0.277
H 0.756 -1.196 1.583 2.058 2.403 1.331 0.127
H 1.392 0.566 2.446 -0.304 -1.245 0.086 0.078
H 2.696 -0.530 1.658 -3.326 0.578 -0.097 0.130
H 0.655 0.163 -1.669 -0.319 -0.197 1.821 0.166
H -1.150 -1.579 0.385 0.259 0.702 -3.015 0.133
H -0.477 -2.448 -1.226 -0.558 3.023 0.643 0.144
H -1.221 2.873 -0.941 0.295 -3.474 0.289 0.143
H -0.753 0.489 1.113 -1.127 -0.714 0.856 0.110
N 1.242 0.520 0.441 -1.672 0.532 -3.093 -0.065
N -1.491 0.806 -1.786 -0.546 8.546 2.825 -0.076
O -1.435 -0.434 -1.759 -0.982 -6.449 -0.004 -0.162
```
Forces are in eV/Å.

***

[2]
C24H29N3O3S | wB97M-V/def2-TZVPD

energy relative to the best compared isomer or geometry (same formula, charge and spin): 138.07 kJ/mol
largest force on an atom: 1.4 eV/A
DFT total energy: -46807.5847 eV
SMILES: CCOc1ccc([C@@H]2CC(=O)n3nc([C@]45C[C@H]6C[C@H](C[C@H](C6)C4)C5)nc3S2)cc1OC
gap between HOMO and LUMO: 9.0 eV

XYZ file:
```
60
Properties=species:S:1:pos:R:3:forces:R:3:lowdin_charge:R:1
C -3.966 6.854 2.308 -0.209 -0.295 -0.201 -0.059
C -5.024 6.251 1.390 0.114 0.445 0.069 -0.238
H -4.843 6.527 0.344 -0.078 -0.049 0.076 0.116
H -6.015 6.620 1.672 0.135 -0.004 -0.126 0.126
O -5.136 4.848 1.529 0.088 -0.446 -0.048 -0.080
C -4.149 4.028 1.056 -0.041 -0.041 0.071 -0.182
C -3.137 4.451 0.202 -0.144 0.103 0.040 -0.010
C -2.185 3.579 -0.293 0.028 -0.147 0.003 -0.032
C -2.220 2.240 0.057 0.021 0.146 0.110 -0.285
C -3.214 1.808 0.920 -0.105 0.221 0.028 0.033
C -4.181 2.668 1.430 0.128 -0.037 -0.054 -0.180
O -5.083 2.055 2.242 0.204 -0.024 -0.312 -0.061
C -5.997 2.790 3.025 -0.391 0.137 0.324 -0.070
H -5.486 3.504 3.676 -0.038 -0.038 -0.036 0.096
H -6.506 2.045 3.636 0.034 0.069 -0.021 0.094
H -6.727 3.319 2.410 0.070 -0.065 0.099 0.093
H -3.262 0.780 1.242 -0.030 -0.167 0.056 0.126
C -1.206 1.278 -0.486 0.365 -0.308 0.298 -0.486
C -1.846 0.139 -1.268 -0.013 0.032 -0.211 -0.095
C -0.848 -0.742 -1.991 -0.670 0.188 -0.274 -0.401
O -1.015 -1.186 -3.092 0.022 0.022 0.086 0.135
N 0.285 -1.032 -1.238 0.989 -0.062 0.949 -0.017
C 0.643 -0.598 0.025 0.063 -0.247 -0.442 -0.600
N 1.734 -1.194 0.410 -0.145 0.452 0.485 0.154
C 2.057 -2.010 -0.639 -0.599 0.199 -0.173 -0.292
N 1.222 -1.928 -1.637 0.209 -0.632 -0.742 0.199
C 3.281 -2.857 -0.646 -0.139 0.075 -0.100 -0.381
C 3.065 -4.102 -1.511 0.126 -0.030 -0.020 -0.091
C 4.345 -4.934 -1.531 -0.040 -0.224 -0.142 -0.291
C 5.485 -4.106 -2.122 -0.024 0.010 0.038 -0.121
C 5.706 -2.863 -1.262 0.249 0.174 -0.113 -0.293
C 4.430 -2.025 -1.239 0.139 -0.107 0.006 -0.080
H 4.578 -1.128 -0.633 -0.014 0.075 0.005 0.129
H 4.164 -1.713 -2.252 -0.035 0.049 -0.026 0.129
C 6.067 -3.281 0.163 -0.037 -0.009 -0.021 -0.121
C 4.927 -4.110 0.751 0.057 -0.100 0.238 -0.292
C 3.649 -3.274 0.780 0.106 -0.020 -0.012 -0.093
H 3.784 -2.383 1.394 -0.020 -0.003 0.054 0.119
H 2.830 -3.854 1.213 -0.068 -0.001 0.058 0.130
C 4.705 -5.355 -0.106 0.013 0.031 -0.018 -0.122
H 3.900 -5.960 0.317 -0.021 -0.068 0.029 0.119
H 5.612 -5.965 -0.117 0.026 -0.065 0.017 0.119
H 5.184 -4.410 1.773 -0.029 0.027 -0.062 0.140
H 6.239 -2.395 0.778 0.053 0.039 0.044 0.120
H 6.989 -3.869 0.155 0.063 -0.003 0.025 0.119
H 6.520 -2.264 -1.686 -0.052 -0.035 0.027 0.140
H 5.239 -3.812 -3.144 0.024 -0.004 -0.078 0.120
H 6.400 -4.702 -2.155 0.048 -0.024 -0.042 0.119
H 4.186 -5.827 -2.146 -0.002 0.060 0.035 0.140
H 2.786 -3.796 -2.520 -0.046 -0.027 -0.045 0.122
H 2.240 -4.690 -1.103 -0.081 -0.011 -0.007 0.129
S -0.228 0.577 0.929 -0.445 0.501 -0.005 1.063
H -2.531 0.545 -2.016 0.098 -0.089 0.003 0.141
H -2.427 -0.496 -0.592 0.003 0.018 -0.014 0.133
H -0.485 1.813 -1.112 -0.132 -0.012 0.020 0.120
H -1.420 3.952 -0.956 0.101 0.031 -0.073 0.115
H -3.087 5.484 -0.101 -0.043 0.118 0.019 0.108
H -3.955 7.934 2.193 0.029 0.128 -0.002 0.079
H -2.978 6.464 2.073 0.094 0.034 0.013 0.069
H -4.193 6.613 3.343 -0.007 0.006 0.093 0.080
```
Forces are in eV/Å.

***

[3]
C5HF2NO2 | wB97M-V/def2-TZVPD

energy relative to the best compared isomer or geometry (same formula, charge and spin): 131.57 kJ/mol
largest force on an atom: 5.7 eV/A
DFT total energy: -16213.2980 eV
SMILES: C#CC#CC(F)(F)[N+](=O)[O-]
gap between HOMO and LUMO: 9.5 eV

XYZ file:
```
11
Properties=species:S:1:pos:R:3:forces:R:3:lowdin_charge:R:1
C 1.288 -1.270 -3.092 -0.156 -0.585 -0.331 0.148
C 0.714 -1.198 -2.017 1.212 0.123 -2.615 -0.142
C 0.087 -0.880 -0.854 0.053 -0.202 1.038 -0.059
C -0.326 -0.658 0.257 -1.694 1.783 2.364 0.176
C -1.023 0.289 1.385 0.645 -1.543 -5.430 -0.521
N 0.015 1.292 1.651 3.539 1.318 1.198 -0.325
O 0.033 2.382 1.149 -1.091 0.083 -0.494 0.149
O 0.925 0.866 2.367 -1.230 -0.061 -0.469 0.105
F -2.097 0.803 0.761 0.364 0.386 0.461 0.151
F -1.365 -0.177 2.504 -0.801 -1.723 2.186 0.238
H 1.749 -1.450 -4.112 -0.842 0.421 2.093 0.078
```
Forces are in eV/Å.

***

[4]
C7H9N | wB97M-V/def2-TZVPD

energy relative to the best compared isomer or geometry (same formula, charge and spin): 498.79 kJ/mol
largest force on an atom: 4.6 eV/A
DFT total energy: -8889.9868 eV
gap between HOMO and LUMO: 5.8 eV

XYZ file:
```
17
Properties=species:S:1:pos:R:3:forces:R:3:lowdin_charge:R:1
C -0.005 -1.828 0.603 0.641 -1.229 1.341 -0.050
C -0.153 -1.003 1.702 -0.512 3.669 -0.316 -0.074
N -0.319 0.307 1.311 0.779 -2.597 -2.821 0.085
C -0.145 0.308 -0.136 1.361 -0.948 3.143 -0.229
C 0.159 -1.046 -0.524 -0.423 1.434 -1.454 -0.194
C 0.523 -1.357 -1.972 -0.818 -0.979 0.442 -0.037
C -0.140 2.798 0.076 3.105 1.062 0.297 -0.145
C -0.109 1.560 -0.702 0.219 1.215 -0.173 -0.143
H 0.034 -2.891 0.900 0.217 0.428 -1.317 0.120
H -0.163 -1.196 2.741 -0.177 -0.612 0.765 0.106
H -0.118 1.274 1.592 -0.401 0.403 1.021 0.104
H 1.565 -1.212 -2.287 -0.160 0.090 0.582 0.084
H 0.262 -2.413 -2.185 0.176 0.521 -0.032 0.082
H -0.093 -0.725 -2.613 0.035 -0.043 -0.087 0.072
H 1.090 3.430 0.186 -3.863 -2.508 0.294 0.145
H -0.903 3.572 -0.131 0.891 -0.326 -0.956 -0.015
H -0.038 1.495 -1.779 -1.070 0.419 -0.729 0.089
```
Forces are in eV/Å.

***

[5]
C13H40F3O11S | wB97M-V/def2-TZVPD

charge: -1
largest force on an atom: 1.3 eV/A
DFT total energy: -55643.9209 eV
gap between HOMO and LUMO: 10.2 eV

XYZ file:
```
68
Properties=species:S:1:pos:R:3:forces:R:3:lowdin_charge:R:1
C -0.634 1.692 -0.432 -0.040 0.053 -0.172 -0.638
F -0.055 2.690 -1.113 -0.317 -0.266 0.253 0.147
F -1.720 2.156 0.205 0.240 0.089 -0.353 0.128
F -1.014 0.744 -1.304 -0.116 0.353 0.111 0.109
S 0.508 0.928 0.760 -0.024 -1.138 0.040 0.537
O 1.002 2.037 1.565 0.011 0.092 -0.003 -0.329
O -0.320 -0.028 1.463 -0.020 0.338 -0.081 -0.279
O 1.519 0.335 -0.088 -0.107 0.060 0.121 -0.293
O 0.723 3.851 3.703 0.001 0.155 -0.193 -0.067
H 1.660 3.913 3.903 0.006 -0.089 0.084 0.021
H 0.680 3.238 2.951 -0.084 0.097 0.265 -0.013
O -0.392 -0.098 4.371 -0.177 -0.336 -0.094 -0.078
H -0.440 -0.150 3.404 -0.044 0.108 0.097 -0.020
H 0.524 -0.343 4.544 0.102 0.288 0.033 0.007
O 3.258 2.947 0.240 0.243 0.089 -0.059 -0.061
H 3.433 3.744 0.747 0.003 0.038 -0.039 0.048
H 2.484 2.545 0.666 -0.035 0.153 0.007 -0.018
O 3.782 0.795 -1.738 0.083 0.027 0.190 -0.080
H 3.778 1.577 -1.166 0.083 0.077 -0.138 -0.011
H 3.110 0.256 -1.303 0.040 -0.014 -0.215 -0.012
C -0.365 -1.614 -4.830 0.045 0.553 0.357 -0.052
C -1.409 -0.702 -5.444 0.330 0.358 -0.219 -0.474
C -1.534 0.617 -4.683 0.146 0.000 0.385 -0.058
O -0.976 -0.459 -6.809 -0.358 -0.161 0.394 -0.072
H -0.315 -2.593 -5.298 0.033 0.008 -0.156 0.078
H -0.513 -1.731 -3.754 -0.202 -0.115 -0.108 0.060
H 0.592 -1.091 -4.906 0.079 -0.270 -0.162 0.096
H -2.409 -1.154 -5.457 0.165 -0.239 -0.058 0.128
H -0.721 1.319 -4.886 -0.004 -0.143 -0.363 0.089
H -1.453 0.451 -3.607 -0.303 -0.144 -0.036 0.056
H -2.496 1.093 -4.885 0.075 0.130 -0.030 0.073
H -1.511 0.264 -7.151 -0.004 0.016 -0.061 0.072
C -4.117 0.205 -0.103 -1.065 0.176 -0.688 -0.059
C -4.651 1.143 0.986 1.185 -0.173 -0.103 -0.508
C -6.076 1.546 0.743 -0.696 -0.832 -0.254 -0.065
O -4.575 0.492 2.248 -0.357 -0.093 0.256 -0.044
H -3.174 -0.268 0.152 0.042 -0.040 0.134 0.062
H -4.013 0.696 -1.079 0.242 0.266 0.272 0.080
H -4.905 -0.531 -0.302 0.344 -0.350 0.301 0.078
H -3.997 2.022 1.021 -0.212 0.136 -0.013 0.122
H -6.551 1.973 1.624 0.250 0.489 -0.109 0.078
H -6.687 0.656 0.524 0.245 -0.007 0.063 0.079
H -6.154 2.156 -0.156 -0.021 0.371 0.221 0.081
H -3.649 0.348 2.470 0.024 0.005 -0.042 0.090
C 3.932 -0.782 4.571 0.195 -0.193 0.532 -0.069
C 3.716 0.461 3.736 -0.515 -0.549 -0.752 -0.471
C 4.006 0.158 2.264 0.287 0.242 -0.143 -0.049
O 2.338 0.805 3.861 0.201 0.060 0.311 -0.068
H 5.003 -0.984 4.665 -0.052 -0.112 -0.044 0.076
H 3.438 -1.653 4.133 0.095 0.104 -0.263 0.082
H 3.518 -0.711 5.582 0.076 0.358 -0.066 0.077
H 4.334 1.294 4.086 0.091 -0.032 0.111 0.131
H 4.001 1.061 1.645 -0.102 -0.058 0.117 0.062
H 3.232 -0.511 1.883 -0.001 -0.042 0.021 0.080
H 4.974 -0.320 2.085 -0.006 0.003 0.254 0.084
H 2.036 1.254 3.061 -0.053 0.048 0.070 0.035
C 1.404 -4.005 -0.448 0.122 0.152 -0.120 -0.061
C 0.464 -3.198 -1.324 0.056 0.576 0.104 -0.491
C -0.813 -2.784 -0.592 0.121 -0.255 0.249 -0.050
O 1.167 -2.050 -1.800 -0.093 -0.148 -0.150 -0.068
H 0.951 -4.924 -0.075 0.021 0.004 0.051 0.077
H 1.711 -3.365 0.383 -0.072 -0.164 0.154 0.081
H 2.304 -4.227 -1.021 -0.002 -0.196 0.022 0.076
H 0.208 -3.763 -2.223 -0.006 -0.002 -0.022 0.127
H -1.560 -3.578 -0.671 -0.116 0.157 0.003 0.077
H -1.194 -1.842 -0.985 -0.170 -0.143 -0.238 0.061
H -0.629 -2.607 0.473 0.098 -0.022 -0.071 0.074
H 1.230 -1.401 -1.085 -0.002 0.098 0.037 0.042
```
Forces are in eV/Å.

***

[6]
C19H24N4O | wB97M-V/def2-TZVPD

energy relative to the best compared isomer or geometry (same formula, charge and spin): 244.44 kJ/mol
largest force on an atom: 1.8 eV/A
DFT total energy: -28099.7565 eV
SMILES: c1ccc(OC[C@@H]2CC[C@H]3CN(c4ncccn4)CCN3C2)cc1
gap between HOMO and LUMO: 9.0 eV

XYZ file:
```
48
Properties=species:S:1:pos:R:3:forces:R:3:lowdin_charge:R:1
N -1.983 -1.365 -5.419 0.495 -0.217 -0.552 0.116
N -3.909 -0.837 -4.149 0.363 0.341 0.769 0.124
O 1.333 0.891 3.599 0.698 0.296 -0.594 -0.055
C -2.569 -0.876 -4.335 0.534 -0.229 1.418 -0.342
C -2.761 -1.720 -6.444 0.250 1.160 1.409 -0.124
C -4.679 -1.189 -5.167 1.230 0.414 0.232 -0.137
C -4.124 -1.556 -6.376 -0.781 -0.531 -0.966 -0.081
C 4.161 0.294 6.618 -0.278 -0.348 0.571 -0.117
C 4.598 0.767 5.398 0.472 0.070 0.470 -0.106
C 2.808 0.065 6.869 -0.498 1.026 -1.252 -0.072
C 3.701 1.058 4.403 -1.529 -0.289 -0.941 -0.030
C 1.886 0.368 5.842 0.415 -0.246 -0.329 -0.007
C 2.316 0.789 4.561 0.629 -0.348 1.195 -0.249
N -1.704 -0.512 -3.278 -0.731 0.455 -1.033 -0.046
N 0.029 0.642 -1.177 -0.534 -0.187 0.633 -0.117
C -0.223 -0.427 -3.477 -0.336 0.683 0.655 -0.122
C 0.435 0.669 -2.600 -1.064 -0.403 0.673 -0.150
C -2.219 0.001 -1.986 1.240 -1.013 0.119 -0.098
C -1.721 0.105 0.498 0.434 0.232 -0.563 -0.159
C 1.729 0.647 2.225 0.085 0.037 -0.014 -0.152
C 1.099 0.583 -0.149 -0.853 0.754 -1.279 -0.151
C -0.636 0.007 1.568 -0.829 0.385 0.379 -0.165
C -1.128 -0.246 -0.884 -0.304 0.751 -0.394 -0.287
C 0.562 0.894 1.241 0.445 -0.027 0.900 -0.281
H -2.220 -2.054 -7.295 0.069 -0.386 -0.774 0.098
H -5.742 -1.148 -5.013 -0.320 0.038 0.043 0.104
H -4.755 -1.730 -7.235 -0.015 -0.225 -0.021 0.094
H 4.895 0.133 7.383 0.154 -0.239 0.335 0.092
H 5.677 0.908 5.256 -0.541 0.111 -0.093 0.112
H 2.431 -0.257 7.834 0.191 -0.028 -0.109 0.100
H 4.063 1.458 3.480 0.141 0.075 -0.469 0.094
H 0.815 0.251 5.978 0.147 -0.144 0.083 0.111
H 0.194 -1.366 -3.149 0.300 -0.564 -0.290 0.107
H 0.097 -0.186 -4.504 -0.637 -0.491 0.297 0.117
H 0.211 1.639 -3.025 -0.177 0.396 -0.099 0.108
H 1.501 0.555 -2.658 0.651 -0.239 -0.160 0.105
H -3.113 -0.549 -1.678 0.047 0.124 -0.362 0.114
H -2.439 1.070 -2.051 -0.031 -0.016 0.160 0.127
H -2.130 1.130 0.439 0.123 -0.323 0.097 0.127
H -2.536 -0.580 0.760 0.067 0.102 -0.227 0.118
H 2.618 1.247 1.930 -0.619 -0.118 0.275 0.123
H 2.016 -0.409 2.121 0.060 0.070 0.227 0.136
H 1.871 1.316 -0.416 -0.145 -0.075 -0.032 0.128
H 1.567 -0.391 -0.179 0.357 -0.705 0.249 0.121
H -0.357 -1.056 1.639 0.208 0.262 0.198 0.128
H -1.100 0.336 2.521 0.528 -0.397 -0.299 0.126
H -0.823 -1.323 -0.846 -0.231 0.429 -0.267 0.156
H 0.256 1.955 1.327 0.116 -0.424 -0.270 0.160
```
Forces are in eV/Å.